Computed, not measured: a structure of composition C27H22N6O3PdS3, with ωB97M-V with the def2-TZVPD basis set.

The geometry in XYZ format:
```
62
Properties=species:S:1:pos:R:3
Pd 0.47 -0.16 -0.23
C -4.14 -0.53 2.52
O -4.58 -1.89 2.52
C -4.01 -2.80 3.36
C -4.85 -3.84 3.74
C -4.43 -4.84 4.59
C -3.14 -4.80 5.11
C -2.29 -3.79 4.72
C -2.68 -2.78 3.83
N -1.74 -1.80 3.48
C -1.25 -1.61 2.18
N -1.79 -2.42 1.25
C -1.77 -2.35 -0.16
C -0.97 -1.49 -0.91
C -1.16 -1.53 -2.30
C -2.05 -2.40 -2.91
C -2.80 -3.28 -2.14
C -2.67 -3.24 -0.77
O -3.38 -4.07 0.08
C -4.73 -4.28 -0.24
N -0.37 -0.72 1.92
C 0.24 0.05 2.92
C 0.35 1.43 2.73
C 0.98 2.23 3.67
C 1.54 1.67 4.81
C 1.45 0.30 5.00
C 0.81 -0.51 4.08
O 0.67 -1.86 4.38
C 1.42 -2.77 3.56
H -5.00 0.06 2.20
H -3.33 -0.36 1.80
H -3.82 -0.20 3.51
H -5.86 -3.83 3.35
H -5.11 -5.64 4.86
H -2.80 -5.56 5.80
H -1.27 -3.75 5.09
H -0.99 -1.72 4.16
H -2.48 -3.08 1.58
H -0.60 -0.85 -2.92
H -2.16 -2.41 -3.99
H -3.49 -3.97 -2.60
H -5.22 -4.64 0.67
H -4.86 -5.04 -1.03
H -5.22 -3.36 -0.57
H -0.06 1.85 1.82
H 1.07 3.29 3.49
H 2.06 2.28 5.53
H 1.89 -0.17 5.87
H 1.19 -3.77 3.92
H 2.48 -2.57 3.63
H 1.14 -2.69 2.50
S 2.32 -0.31 -1.66
C 2.50 0.75 -0.26
C 3.06 0.10 0.88
N 3.61 -0.45 1.74
C 2.67 2.16 -0.37
S 2.47 3.07 -1.76
C 3.12 2.91 0.76
N 3.50 3.56 1.63
S -2.06 2.79 -2.81
C -1.33 2.12 -1.52
N -0.83 1.66 -0.57
```

Its HOMO-LUMO gap (alpha / beta) is 5.140 / 5.141 eV. The value obtained for the molecular weight is 681.13 g/mol. As for the total charge: -2. For the relative energy (zero: lowest compared OMol25 entry of this formula, charge and spin), the calculation gives 13.4 kcal/mol. The strongest force on any atom comes out at 1.578 eV/Å.

Computed, not measured: a cluster of 2 separate species, C27H23 in total, with ωB97M-V with the def2-TZVPD basis set.

The geometry in XYZ format:
```
50
Properties=species:S:1:pos:R:3
C -2.34 2.65 -2.45
C -1.62 1.36 -2.26
C -2.37 0.08 -2.31
C -0.25 1.36 -2.07
C 0.62 0.22 -1.72
C 1.95 0.63 -1.98
C 1.96 2.03 -2.23
C 0.63 2.48 -2.28
H -3.42 2.47 -2.57
H -2.21 3.30 -1.57
H -1.99 3.21 -3.33
H -3.43 0.28 -2.48
H -2.01 -0.57 -3.12
H -2.28 -0.48 -1.37
H 0.25 -0.80 -1.72
H 2.83 0.00 -1.96
H 2.85 2.64 -2.38
H 0.29 3.49 -2.51
C 0.52 -0.54 0.59
C 1.90 -0.25 0.98
C 2.94 -1.02 0.43
C 4.26 -0.85 0.84
C 4.57 0.11 1.81
C 3.55 0.91 2.34
C 2.23 0.73 1.94
C -0.60 0.31 1.00
C -1.75 -0.51 1.22
C -2.95 0.04 1.65
C -3.02 1.42 1.85
C -1.90 2.23 1.60
C -0.68 1.68 1.19
C -1.38 -1.90 0.98
C 0.02 -1.94 0.64
C 0.65 -3.18 0.57
C -0.12 -4.35 0.68
C -1.49 -4.30 0.97
C -2.12 -3.06 1.15
H 2.71 -1.74 -0.36
H 5.04 -1.47 0.40
H 5.60 0.23 2.15
H 3.79 1.67 3.08
H 1.44 1.34 2.40
H -3.80 -0.62 1.83
H -3.94 1.87 2.21
H -1.97 3.31 1.75
H 0.19 2.31 1.00
H 1.73 -3.25 0.43
H 0.37 -5.32 0.56
H -2.06 -5.22 1.07
H -3.18 -2.98 1.40
```

Its HOMO-LUMO gap is 5.676 eV. The value obtained for the molecular weight is 347.48 g/mol. As for the total charge: +1. The strongest force on any atom comes out at 2.233 eV/Å.